No. 1
9
Properties=species:S:1:pos:R:3 method="wB97M-V/def2-TZVPD" orbital_gap_ha="0.206 / 0.250" total_charge=-1 lumo_ev="3.30 / 3.41"
C -0.2731 -0.2484 1.6344
C 0.2530 -0.7521 0.3234
O 0.7582 2.1570 -2.0382
O 0.0815 0.1932 -3.3097
S -0.9120 -1.8394 1.1464
S -0.2664 1.0396 -2.1092
H 0.2699 -0.1831 2.6300
H -1.1802 0.5897 1.5223
H 1.2690 -0.9565 0.2006

---

No. 2
9
Properties=species:S:1:pos:R:3 method="wB97M-V/def2-TZVPD" orbital_gap_ha=0.210 total_charge=-1 lumo_ev=3.16
C 0.8424 0.0347 -0.2807
C -0.2991 -0.5146 0.4736
O -1.7074 1.5381 -0.3780
O -1.3590 -1.1086 -0.2469
S 2.4125 0.7626 0.4022
S -1.8077 0.3926 0.5238
H 1.2070 -0.8201 -0.9341
H 0.5718 0.8773 -0.8298
H 0.1394 -1.1620 1.2699

---

No. 3
9
Properties=species:S:1:pos:R:3 method="wB97M-V/def2-TZVPD" orbital_gap_ha=0.169 total_charge=-1 lumo_ev=2.74
C 2.8836 -0.0626 -2.0146
C 0.3706 1.3609 -0.6621
O 3.2913 0.6751 -2.7949
O 2.7412 -0.9335 -1.3077
S -2.5874 1.7863 -0.1621
S -0.7980 2.3432 0.4524
H 1.2644 1.2278 -0.1248
H 0.4531 1.9114 -1.7026
H 0.0334 0.2927 -0.6457

---

No. 4
10
Properties=species:S:1:pos:R:3 method="wB97M-V/def2-TZVPD" smiles="O=C([O-])SC(S)S" orbital_gap_ha=0.271 total_charge=-1 lumo_ev=3.03
O 0.0789 -0.3778 -3.9948
C -0.1063 -0.7786 -2.9379
O -0.2468 -1.8093 -2.3163
S -0.2085 0.8184 -1.6569
C 0.3142 0.0969 0.1183
S 0.8765 1.4920 1.1557
S -0.8759 -0.8518 1.1073
H 1.2159 -0.5931 -0.0799
H -0.2603 2.2531 1.3999
H -1.3142 -1.6985 0.1517

---

No. 5
8
Properties=species:S:1:pos:R:3 method="wB97M-V/def2-TZVPD" multiplicity=7 orbital_gap_ha="0.249 / 0.335" total_charge=+2 lumo_ev="-12.41 / -9.95"
H -1.1027 -0.9734 0.2375
C 0.4484 -1.1839 -0.0561
O 1.6518 -1.3726 0.2024
Tb 2.6117 0.7141 -0.2707
O 0.2341 0.1720 -0.2912
C -1.2064 0.4423 -0.0062
H -1.2127 0.9906 0.9470
H -1.4241 1.2109 -0.7627

---

No. 6
8
Properties=species:S:1:pos:R:3 method="wB97M-V/def2-TZVPD" multiplicity=3 orbital_gap_ha="0.283 / 0.211" total_charge=+3 lumo_ev="-17.23 / -20.90"
O 0.7762 -0.2873 -2.7713
C 0.5023 -0.4609 -1.6702
Yb -0.8148 -0.4257 1.5490
O 0.2434 -0.1220 -0.5468
C -0.8525 2.1828 0.4272
H -1.6015 1.9861 -0.3476
H 0.1926 2.3594 0.7040
H -1.3765 2.7974 1.1658

---

Table of energy above the lowest of the compared OMol25 structures with the same formula, charge and spin (kcal/mol), in record order: 87.8 67.0 9.2 4.2 18.4 20.8